1.
The following is a DFT calculation (ωB97M-V with the def2-TZVPD basis set) of a 2-piece molecular cluster, C3H4N4O overall in a non-equilibrium geometry.

```
12
Properties=species:S:1:pos:R:3:forces:R:3
N -1.17711 -0.54277 0.79294 2.2 -7.7 -0.1
C 0.25610 0.73119 -0.93575 8.0 7.0 3.7
H 0.71342 -2.04820 2.36215 -1.9 -2.7 1.4
O 0.67280 0.67853 0.51717 0.5 -3.4 -0.3
H 1.72041 1.87819 -1.19596 1.6 1.1 1.4
C 0.34886 -0.57175 1.14615 -0.3 1.7 0.3
C -1.45365 -0.49835 -0.68236 -0.4 -1.3 -0.8
N -0.71564 0.22771 -1.48624 -9.3 -6.9 -0.3
N 1.11865 -1.30127 1.94097 -1.2 6.2 -5.0
H -2.35531 -1.20492 -1.19450 2.4 2.3 2.0
N 0.86197 1.62724 -1.57513 0.0 -0.7 -1.5
H -0.98382 -2.09615 1.01496 -1.7 4.3 -0.7
```
Forces are in eV/Å.

Output
HOMO: -9.920 eV
E_LUMO: -1.18 eV
frontier orbital gap: 8.742 eV
total charge: 0



2.
The following is a DFT calculation (ωB97M-V with the def2-TZVPD basis set) of C3H4N4O as an isolated structure in a non-equilibrium geometry.

```
12
Properties=species:S:1:pos:R:3:forces:R:3
H 2.77214 -1.61900 1.15205 -2.7 2.8 -3.7
N 0.67982 1.03549 -0.56213 1.7 -5.3 1.9
N 0.71973 -1.34672 -0.02963 -0.5 3.1 0.5
N -0.05478 -0.11316 -0.46287 1.3 -2.4 1.2
H -1.81442 1.68629 0.13344 -1.1 -2.6 1.3
H 2.49728 1.37766 -0.04643 1.4 -0.9 -0.2
C 1.90685 0.48135 -0.21122 -0.8 4.6 0.7
C -1.41316 -0.33919 -0.05947 -1.7 -1.9 -2.7
O -1.87393 -1.42103 -0.48373 0.6 3.2 2.3
C 1.92101 -0.85709 0.27129 -0.1 -1.7 1.1
H -3.11393 0.38271 -0.26526 2.6 2.0 3.6
N -2.22662 0.73268 0.56396 -0.6 -0.9 -6.1
```
Forces are in eV/Å.

Output
HOMO: -10.101 eV
E_LUMO: -0.20 eV
frontier orbital gap: 9.900 eV
total charge: 0



3.
The following is a DFT calculation (ωB97M-V with the def2-TZVPD basis set) of C3H4N4O as an isolated structure in a non-equilibrium geometry.

```
12
Properties=species:S:1:pos:R:3:forces:R:3
N 1.16331 0.99269 -0.21422 -1.2 4.1 0.3
H -0.04027 -2.07064 -0.01310 0.2 -0.8 0.0
C 1.22933 -0.32039 -0.10983 6.9 -4.7 2.2
N -1.19297 1.08096 0.03416 -0.5 -0.3 2.9
N 0.11461 1.63027 0.03588 -0.2 3.3 -0.2
O -2.26576 -0.89044 -0.11340 1.2 -1.9 1.2
C -1.01290 -0.25760 0.02981 -5.1 -3.1 -0.6
H 3.24485 -0.22368 -0.02847 -2.2 -1.4 0.6
C 0.07050 -1.02015 0.02495 -2.0 0.0 -0.3
N 2.41840 -0.92008 0.18682 -1.1 3.0 -2.1
H -2.13303 -1.89832 0.06653 -0.4 2.7 -0.6
H -2.19056 1.41813 0.91426 4.4 -0.9 -3.4
```
Forces are in eV/Å.

Output
HOMO: -8.612 eV
E_LUMO: -0.86 eV
frontier orbital gap: 7.756 eV
total charge: 0



4.
The following is a DFT calculation (ωB97M-V with the def2-TZVPD basis set) of one molecule with the formula C3H4N4O in a non-equilibrium geometry.

```
12
Properties=species:S:1:pos:R:3:forces:R:3
N -0.02572 0.38440 1.09523 0.9 1.3 1.8
H -0.08592 0.98559 1.93720 -0.1 -0.8 -0.9
N 2.47368 -0.02810 1.23247 -7.6 -0.8 1.9
H -0.16261 -0.55817 -2.93764 -1.7 0.3 1.9
N -0.88158 -0.17660 -2.21591 1.3 0.4 -2.5
H 1.41874 -1.29191 -0.98453 2.8 -1.7 -2.8
N 0.77419 -0.85860 -0.46399 -3.1 3.6 2.4
C 1.21832 -0.28162 0.75494 0.8 2.1 -2.8
C -0.45006 -0.04775 -1.06652 3.8 -3.9 -0.8
O -2.23095 0.54306 0.43557 2.8 1.1 -1.5
H 1.86023 0.32269 2.14949 3.5 -0.2 -1.4
C -1.02941 0.48765 0.11432 -3.2 -1.5 4.8
```
Forces are in eV/Å.

Output
HOMO: -9.934 eV
E_LUMO: -0.85 eV
SMILES: [H]/N=C1\NC(=O)/C(=N/[H])N1
frontier orbital gap: 9.080 eV
total charge: 0



5.
The following is a DFT calculation (ωB97M-V with the def2-TZVPD basis set) of C3H4N4O2 as an isolated structure in a non-equilibrium geometry.

```
13
Properties=species:S:1:pos:R:3:forces:R:3
N 2.35018 -0.91590 0.29628 3.0 1.3 0.5
H -2.99498 -1.04059 -0.64691 1.1 2.6 3.5
N -1.05416 0.07336 -0.32693 -1.4 0.3 2.0
O -0.78484 1.44096 0.09563 1.3 -0.5 0.1
N 0.57986 1.95368 -0.08364 -0.7 -0.3 -0.5
C 1.30418 -0.33083 0.14471 -1.7 3.7 -2.4
H -3.41733 1.25068 0.30647 2.6 -4.1 -0.3
H 2.15398 -1.84539 0.33331 -0.3 -3.9 0.5
O -0.39842 -2.07044 -0.26515 1.3 -0.2 0.6
C -2.53060 -0.21825 0.26965 -0.2 0.1 -0.2
N 1.52167 1.19907 -0.19302 -1.6 -2.0 1.4
C -0.04853 -0.93116 -0.09214 -3.0 1.7 -0.6
H -2.40888 -0.61902 1.58120 -0.6 1.1 -4.6
```
Forces are in eV/Å.

Output
HOMO: -10.026 eV
E_LUMO: -0.82 eV
frontier orbital gap: 9.204 eV
total charge: 0



6.
The following is a DFT calculation (ωB97M-V with the def2-TZVPD basis set) of one molecule with the formula C3H4N4S in a non-equilibrium geometry.

```
12
Properties=species:S:1:pos:R:3:forces:R:3
N 1.42119 1.84281 -0.00384 1.6 -3.2 0.5
H 3.43393 -0.01893 0.25537 -0.2 0.3 0.0
N -0.10238 0.27672 -0.12114 1.5 3.9 -0.7
C -0.75163 -0.87588 0.01147 0.2 -3.5 0.1
H -2.60710 -0.05151 -0.14306 -0.6 -0.3 0.1
N -0.70179 1.55270 -0.14450 -0.2 -0.5 1.4
N 0.25327 2.39743 0.07120 -1.4 -0.9 -1.7
H -0.05079 -1.75427 0.12034 -1.1 1.0 -0.1
C 1.19628 0.44170 -0.09694 1.0 4.3 0.6
C -2.05121 -0.96386 0.00458 -1.1 -2.8 0.1
H -2.42631 -2.05879 0.10716 0.0 2.5 -0.2
S 2.38655 -0.78812 -0.06065 0.3 -0.7 -0.2
```
Forces are in eV/Å.

Output
HOMO: -9.592 eV
E_LUMO: 0.20 eV
SMILES: C=Cn1nnnc1S
frontier orbital gap: 9.794 eV
total charge: 0



7.
The following is a DFT calculation (ωB97M-V with the def2-TZVPD basis set) of an isolated ion of composition C3H4NO and charge +1 in a non-equilibrium geometry.

```
9
Properties=species:S:1:pos:R:3:forces:R:3
H 0.65795 1.14650 1.35505 0.9 -1.7 -0.9
C 0.92163 0.22349 0.69280 -3.8 2.5 0.1
H -1.01114 -0.83873 0.33117 2.4 1.2 -1.0
C 2.84957 -1.18016 0.45607 0.6 -1.2 -0.5
H -0.76606 0.52207 -0.79315 1.0 0.1 0.6
O 2.06513 -0.23694 0.89162 0.7 0.9 1.1
H 0.41821 -0.89814 -0.94974 -0.9 0.0 0.0
N 3.69433 -1.94402 0.27680 -0.6 0.4 -0.1
C -0.12782 -0.22345 -0.26269 -0.3 -2.1 0.8
```
Forces are in eV/Å.

Output
HOMO: -17.630 eV
E_LUMO: -7.45 eV
frontier orbital gap: 10.182 eV
total charge: +1



8.
The following is a DFT calculation (ωB97M-V with the def2-TZVPD basis set) of an isolated ion of composition C3H4NO and charge +1 in a non-equilibrium geometry.

```
9
Properties=species:S:1:pos:R:3:forces:R:3
H 0.51520 -1.32946 0.98561 0.3 0.3 -2.3
C 2.74527 0.59075 -0.05538 1.5 3.3 -0.1
C 0.22195 1.67028 -0.03459 -1.8 1.5 -0.3
C 0.73396 -0.77322 -0.00952 -1.4 1.3 1.4
O 2.09368 -0.35530 0.07656 0.7 -3.3 0.7
H -0.56760 2.36977 0.28643 1.1 0.5 0.1
N -0.09614 0.42802 -0.03783 -0.8 -4.2 0.9
H -0.97695 -0.07597 0.24467 0.0 2.4 0.1
H 0.62018 -1.12987 -0.99781 0.3 -1.8 -0.6
```
Forces are in eV/Å.

Output
HOMO (alpha / beta): -11.724 / -17.965 eV
E_LUMO (alpha / beta): -5.86 / -7.35 eV
multiplicity: 3
frontier orbital gap (alpha / beta): 5.861 / 10.612 eV
total charge: +1



9.
The following is a DFT calculation (ωB97M-V with the def2-TZVPD basis set) of C3H4NO2 as an isolated structure in a non-equilibrium geometry.

```
10
Properties=species:S:1:pos:R:3:forces:R:3
C -0.78094 -0.02703 0.12922 -1.7 0.4 -1.0
N 0.26737 -0.05802 0.75220 3.3 0.3 2.6
H -1.21402 -0.29251 -2.10723 -0.1 0.2 1.9
O 0.55796 1.66798 3.19240 0.2 -1.5 -1.9
C -1.44415 -0.61761 -1.03066 1.2 -0.4 -3.2
H 2.60475 -0.02400 -1.11367 1.1 -0.6 0.4
C 0.47302 1.03513 2.26062 -1.4 0.5 0.0
H -1.73171 -1.66773 -1.08791 -0.6 0.2 1.1
H 3.24421 -0.39960 -0.85697 -1.1 0.7 -0.4
O -1.97649 0.38339 -0.13799 -1.1 0.2 0.6
```
Forces are in eV/Å.

Output
HOMO: -17.331 eV
E_LUMO: -7.27 eV
frontier orbital gap: 10.061 eV
total charge: +1



10.
The following is a DFT calculation (ωB97M-V with the def2-TZVPD basis set) of one molecule with the formula C3H4NO2P in a non-equilibrium geometry.

```
11
Properties=species:S:1:pos:R:3:forces:R:3
O -1.24575 0.62680 -0.82855 1.7 1.1 0.0
H -1.89212 -1.01787 -0.42295 -0.4 -1.5 0.8
H -0.64961 2.80966 -0.89547 0.6 -0.5 -1.2
O -0.68452 -2.01295 1.45993 1.2 -0.8 0.7
P 0.14179 1.60316 -1.03555 -0.5 -0.8 1.0
C -0.21048 -1.08069 0.85474 -1.9 0.6 -0.9
H 1.92281 -1.29372 1.48743 -0.7 0.7 -0.3
C 1.16784 -0.55975 0.98858 0.1 -1.5 0.5
H 0.45142 1.20357 -2.38929 -0.6 1.0 0.2
N -1.14301 -0.52113 -0.00689 0.5 1.2 -0.7
C 2.14163 0.24292 0.78802 0.0 0.5 -0.3
```
Forces are in eV/Å.

Output
HOMO: -9.513 eV
E_LUMO: 0.03 eV
frontier orbital gap: 9.545 eV
total charge: 0



In order of appearance, energy above the lowest of the compared OMol25 structures with the same formula, charge and spin = 164.45, 132.98, 134.66, 69.16, 217.63, 49.35, 70.22, 88.55, 144.74, 130.84 kcal/mol.
In order of appearance, DFT total energy = -410.7412, -410.7914, -410.7887, -410.8931, -485.8804, -733.8286, -246.2802, -246.1131, -321.4357, -663.0542 a.u..